Record 1
The following is a quantum chemistry calculation of C27H19F6N3O5PS5SeYb as an isolated structure in a non-equilibrium geometry, from the OMol25 dataset.

```
! wB97M-V def2-TZVPD RIJCOSX def2/J DEFGRID3
* xyz 0 2
Se 2.07 -4.06 -0.03
C -1.95 -0.70 -0.63
H 0.76 -0.06 -6.31
C 0.37 3.75 -0.98
C -2.18 0.46 -3.86
O 3.24 -1.03 1.67
F 2.84 -2.90 3.69
H -1.35 -1.34 -1.26
H -0.46 -5.28 5.17
O 0.81 0.83 -1.28
F 2.76 -1.45 5.29
S 3.78 -1.12 -1.53
H 1.11 3.19 -0.43
C -3.59 -0.41 1.10
H -0.59 6.94 -1.59
C -2.61 1.52 0.06
Yb 1.66 -0.76 -0.03
N 1.90 -5.21 1.30
C -0.58 5.86 -1.64
F 1.38 3.36 3.30
C -1.37 -0.14 -6.04
H -1.56 -0.50 -7.05
H -3.01 0.56 -3.17
C -2.43 0.02 -5.16
H -0.74 -1.81 2.65
H -2.52 2.60 -0.02
C -0.06 0.12 -5.64
H -2.90 -2.32 0.39
O 2.12 1.49 1.12
H -2.22 5.76 -3.03
S 1.42 0.98 2.29
N 2.32 0.50 3.45
C -0.67 -3.47 3.98
C 3.43 -1.84 4.22
C -0.34 -2.79 2.86
F 4.67 -2.17 4.57
F -0.44 2.77 2.29
C 1.08 -4.72 2.20
S 3.54 -0.45 2.98
N 0.97 -2.87 0.78
H 1.09 -6.39 3.58
S 1.12 -2.16 -2.30
C -2.82 -1.25 0.30
C -1.48 3.81 -2.52
C -3.49 0.97 0.97
P -0.53 1.30 -1.81
C -1.50 5.20 -2.45
C -0.15 -4.79 4.26
H -2.19 3.30 -3.17
C 0.18 0.56 -4.35
C -0.55 3.09 -1.78
C 0.56 -3.41 1.92
C 0.52 2.37 3.10
O 4.81 0.14 3.17
C 2.70 -1.58 -2.83
H 1.08 5.66 -0.30
H -3.44 -0.20 -5.47
H -4.28 -0.84 1.82
C -1.83 0.69 -0.74
H -4.10 1.61 1.60
C -0.87 0.74 -3.46
H 1.21 0.72 -4.04
C 0.36 5.14 -0.91
C 0.69 -5.40 3.40
O 0.42 0.00 1.84
F 0.01 1.98 4.25
H -1.34 -3.02 4.69
S 3.13 -1.51 -4.42
*
```

## Properties
HOMO-LUMO gap (alpha / beta) ... 5.778 / 5.781 eV
Energy above the lowest of the compared OMol25 structures with the same formula, charge and spin ... 0.000 eV
F_max ... 0.03131 Eh/bohr
HOMO (alpha / beta) ... -7.014 / -7.017 eV

Löwdin population analysis, charges in e, atoms 1 to 6:
1. Se 1.127
2. C -0.093
3. H 0.104
4. C -0.057
5. C -0.083
6. O -0.447

---

Record 2
The following is a quantum chemistry calculation of C27H19IrN7OS3 as an isolated structure, from the OMol25 dataset.

```
! wB97M-V def2-TZVPD RIJCOSX def2/J DEFGRID3
* xyz 3 1
C 5.08 -5.20 2.91
H -5.50 -2.27 -0.61
N -2.39 -0.85 1.13
C 1.47 -2.09 2.46
C -3.52 -0.11 1.05
C -4.66 -0.60 0.43
S 2.97 -4.30 4.03
C 4.58 -4.22 2.04
C 2.65 -2.59 1.87
C -1.49 2.07 -2.17
C 4.31 -5.35 4.03
N -2.37 1.44 2.35
H -2.48 2.49 -2.31
N -1.06 3.49 4.81
C -1.29 2.51 3.95
H 1.65 2.62 -3.51
C 3.01 -0.30 -1.07
N 0.01 0.18 0.35
C -0.49 2.36 -3.23
H 5.06 -3.97 1.10
C -2.36 -2.07 0.61
N 0.75 -1.18 1.85
H 0.90 3.14 -5.59
C 1.07 -0.68 0.63
C -0.30 0.61 -0.83
N -1.31 1.48 -1.04
H 1.12 -2.42 3.43
H -1.43 -2.62 0.70
C -0.90 3.13 -4.31
H 4.07 -0.49 -1.02
H -0.31 3.44 5.47
C -3.47 1.17 1.74
C 3.04 -1.98 0.68
H -4.32 1.84 1.82
H 4.00 -2.25 0.25
H 5.98 -5.79 2.74
O 0.36 0.03 -1.86
H -5.55 0.01 0.40
C -2.11 4.48 -5.95
S -0.21 1.08 4.06
Ir -0.88 0.11 2.20
C -4.63 -1.87 -0.12
S -2.51 3.82 -4.47
C 3.43 -3.63 2.51
H -0.40 4.57 -7.31
C 2.64 0.53 -2.06
N -2.28 2.57 3.10
H -1.68 4.29 4.83
C -3.46 -2.62 -0.03
H 3.43 0.96 -2.68
H 4.46 -6.02 4.86
C 0.89 1.99 -3.09
H -3.40 -3.61 -0.44
C 2.30 -0.99 0.02
C -0.12 3.47 -5.45
C 1.30 0.91 -2.38
C -0.80 4.22 -6.37
H -2.86 5.05 -6.50
*
```

## Properties
HOMO-LUMO gap (alpha / beta) ... 4.020 / 4.021 eV
F_max ... 0.01366 Eh/bohr
HOMO (alpha / beta) ... -15.155 / -15.155 eV

Löwdin population analysis, charges in e, atoms 1 to 6:
1. C -0.129
2. H 0.135
3. N -0.073
4. C -0.027
5. C -0.242
6. C 0.032

---

Record 3
The following is a quantum chemistry calculation of C27H19N2OPS3Tl as an isolated structure in a non-equilibrium geometry, from the OMol25 dataset.

```
! wB97M-V def2-TZVPD RIJCOSX def2/J DEFGRID3
* xyz -1 1
C 5.07 3.68 -0.73
H -0.83 1.39 -1.27
H 2.12 -3.85 -2.60
H -3.39 -0.97 4.50
Tl -0.68 -0.78 0.80
H 2.51 -0.51 -3.21
C 3.63 -3.60 -1.05
C 3.44 -1.49 0.11
C 1.06 0.37 -4.56
C -2.40 1.73 2.12
H 4.70 3.81 1.40
C 4.81 2.84 -1.83
C -6.07 -3.04 4.01
C 2.47 -3.30 -1.75
C -6.67 -2.33 2.92
C -0.32 1.14 -2.22
H -6.52 -0.72 1.52
H 1.48 0.11 -5.52
H -7.57 -2.75 2.51
C -0.19 1.01 -4.61
H 3.82 -0.68 0.75
C -4.85 -0.74 2.96
C 3.93 1.78 -1.80
C -0.92 1.31 -3.45
C 2.51 2.16 1.51
C -4.84 -2.60 4.47
H -4.34 -3.10 5.23
C 3.22 1.48 -0.62
P 1.70 0.56 -0.55
C 4.40 3.41 0.43
C 0.97 0.65 -2.18
C -4.27 -1.40 4.01
O 2.30 1.72 2.56
H -6.46 -3.89 4.46
C 1.61 0.10 -3.30
H 5.78 4.49 -0.84
H 3.85 1.12 -2.66
H 5.00 -2.98 0.47
S -3.72 2.85 1.70
C -4.92 1.61 2.11
N -2.84 0.55 2.59
C 1.76 -2.13 -1.53
H -1.95 1.73 -3.60
H 5.32 2.97 -2.82
C -6.12 -1.21 2.40
S -0.72 2.03 1.93
C 4.07 -2.70 -0.11
C 3.35 2.44 0.46
C 2.29 -1.18 -0.68
N -4.26 0.43 2.44
H 0.84 -1.91 -2.06
H -0.67 1.19 -5.55
S -6.58 1.80 1.94
H 4.11 -4.60 -1.20
*
```

## Properties
HOMO-LUMO gap (alpha / beta) ... 3.789 / 3.788 eV
F_max ... 0.08857 Eh/bohr
HOMO (alpha / beta) ... -1.848 / -1.847 eV

Löwdin population analysis, charges in e, atoms 1 to 6:
1. C -0.131
2. H 0.072
3. H 0.095
4. H 0.118
5. Tl 0.714
6. H 0.109

---

Record 4
The following is a quantum chemistry calculation of C27H20AsF5N5O5PS6Zr as an isolated structure in a non-equilibrium geometry, from the OMol25 dataset.

```
! wB97M-V def2-TZVPD RIJCOSX def2/J DEFGRID3
* xyz -2 1
C 1.27 -2.26 -3.16
H 0.10 1.16 4.87
H 1.39 5.56 1.68
C 1.62 2.27 -2.96
O -0.41 0.33 -1.72
C -2.41 1.47 -1.18
H -2.68 4.56 0.79
H -5.32 1.29 3.38
S 2.17 1.48 -1.45
F 2.11 -1.65 -6.69
H 1.34 6.73 -0.49
C 3.02 0.88 1.67
C 3.71 -2.03 -3.45
C 0.07 4.01 1.05
S -0.54 -1.49 3.77
O 2.17 0.03 -1.67
H 6.30 0.72 -0.09
C 0.79 5.17 0.87
O 1.27 1.72 -0.31
H -3.05 2.29 -1.55
H 0.62 1.98 -3.25
H -1.25 3.73 -2.06
C -4.32 4.27 2.13
S 1.49 -2.66 1.12
Zr 0.73 -0.49 -0.13
C -4.74 2.01 2.81
H -1.30 0.57 2.71
C -2.91 2.49 1.32
F 2.75 -2.38 -1.32
C 0.01 5.31 -1.39
H 1.69 3.34 -2.80
H -0.02 5.82 -2.34
F -0.06 -2.05 -5.12
H 4.52 -1.01 -0.49
C -5.06 3.36 2.87
C -3.26 3.84 1.36
N 3.19 -0.13 0.80
H 2.34 1.95 -3.71
H 3.86 2.65 2.56
C 1.16 -2.07 -4.55
S -1.73 -1.26 0.42
As -0.56 -2.52 1.73
C 2.60 -2.25 -2.67
H -3.03 0.60 -0.95
F 4.94 -1.97 -2.90
C 2.26 -1.86 -5.36
C 1.77 0.90 2.40
C -1.32 1.08 -2.19
H -4.57 5.32 2.15
P -1.47 1.85 0.37
O -1.35 1.54 -3.33
N 5.19 1.76 1.27
O 3.49 2.03 -1.23
N 1.62 1.47 3.57
H 0.11 3.47 1.99
H -5.88 3.70 3.48
S -1.46 -4.34 2.30
F 4.63 -1.67 -5.62
C -0.70 4.13 -1.22
C 5.35 0.76 0.42
H -3.44 0.52 1.99
C -0.69 3.48 0.00
C 0.77 5.82 -0.35
C 4.36 -0.19 0.19
S -0.01 -2.44 -2.07
N 0.29 1.27 3.89
C 4.02 1.83 1.88
C -0.26 0.35 2.96
C -3.68 1.58 2.04
C 3.55 -1.85 -4.82
N 0.66 0.27 1.91
*
```

## Properties
HOMO-LUMO gap ... 6.272 eV
Energy above the lowest of the compared OMol25 structures with the same formula, charge and spin ... 2.496 eV
F_max ... 0.06632 Eh/bohr
HOMO ... -2.115 eV

Löwdin population analysis, charges in e, atoms 1 to 6:
1. C -0.582
2. H 0.107
3. H 0.098
4. C -0.075
5. O -0.375
6. C -0.239

---

Record 5
The following is a quantum chemistry calculation of C27H20AsN2O3PPmS4 as an isolated structure in a non-equilibrium geometry, from the OMol25 dataset.

```
! wB97M-V def2-TZVPD RIJCOSX def2/J DEFGRID3
* xyz -1 5
H 0.38 2.70 -2.77
H -1.03 -2.46 6.81
O 1.84 -3.22 -1.03
C -2.47 2.05 -1.55
C 0.77 2.93 1.87
O -1.65 -2.46 1.56
H -1.88 0.24 1.11
C 1.01 -1.62 3.67
H -4.39 2.73 -4.26
H -1.89 1.40 3.28
C -0.47 -2.22 5.91
H 1.31 -1.75 7.01
As -2.07 -3.85 -2.51
C 3.68 2.03 -3.01
Pm -0.71 -2.46 -0.49
C -1.65 0.90 -3.50
C -1.13 1.00 1.32
H -2.40 2.28 -0.50
C -3.49 2.60 -2.32
C -0.59 -2.11 2.10
H 1.36 -3.68 -1.77
H -2.10 -2.67 4.56
P -0.24 0.32 -1.20
C 2.52 0.22 -1.88
C 2.64 -1.15 -1.39
N 0.50 -1.74 1.39
H -4.22 3.24 -1.84
H 4.63 0.27 -2.23
N 1.61 -1.88 -1.34
H 2.65 -1.19 4.98
C 0.79 2.27 0.65
H 2.45 3.65 -3.68
S -3.21 -4.95 -3.86
C -0.31 -2.05 3.56
C -1.54 1.20 -2.14
C 3.70 0.81 -2.36
C 0.85 -1.82 6.03
S -0.27 -2.91 -3.35
C -3.59 2.31 -3.67
H 1.56 2.51 -0.07
S -3.13 -2.12 -1.60
H 1.52 3.68 2.08
C -1.07 -2.35 4.66
C 1.30 0.92 -2.01
O 2.60 -0.96 1.96
H -2.75 1.21 -5.31
H -0.21 3.14 3.77
C -2.67 1.46 -4.26
C -0.16 1.30 0.36
H -0.96 0.19 -3.95
H 4.60 2.45 -3.40
S -1.21 -5.06 -0.86
C -0.19 2.63 2.82
C 1.51 -1.40 2.26
C 1.61 -1.50 4.90
C 1.31 2.15 -2.66
H 3.63 -1.56 -1.21
C -1.15 1.65 2.54
C 2.48 2.70 -3.17
*
```

## Properties
HOMO-LUMO gap (alpha / beta) ... 6.017 / 6.023 eV
Energy above the lowest of the compared OMol25 structures with the same formula, charge and spin ... 0.293 eV
F_max ... 0.04333 Eh/bohr
HOMO (alpha / beta) ... -4.333 / -4.339 eV

Löwdin population analysis, charges in e, atoms 1 to 6:
1. H 0.109
2. H 0.101
3. O -0.159
4. C -0.081
5. C -0.080
6. O -0.124

---

Record 6
The following is a quantum chemistry calculation of C27H20IrN4O2S4 as an isolated structure, from the OMol25 dataset.

```
! wB97M-V def2-TZVPD RIJCOSX def2/J DEFGRID3
* xyz -1 1
C 3.48 -0.62 -3.63
H 1.01 3.18 -0.89
C -1.58 -2.87 1.72
C -2.24 3.39 -0.69
H 6.77 0.11 -4.89
H 5.03 2.29 -1.66
H 8.35 -2.65 -1.52
H -0.54 -2.41 -3.95
C 7.36 -0.16 -1.57
C 5.79 1.25 -3.39
C -1.54 1.44 -1.92
C 8.92 -1.86 -1.02
H 4.05 -0.41 -4.53
C -0.94 0.17 -4.25
C 5.71 1.53 -2.02
H 3.72 -2.74 -3.77
O 0.70 0.79 0.02
C -1.96 2.04 -0.70
C 6.50 0.83 -1.13
C -2.10 4.16 -1.86
C 2.33 2.75 -2.54
C -1.46 2.20 -3.10
N 1.93 -1.20 -1.39
S -2.17 1.01 0.70
H -2.31 5.22 -1.81
C 2.11 0.09 -1.77
H 9.71 -1.51 -1.68
N -1.25 0.10 -1.90
H 2.36 -3.17 -1.73
O 8.08 -0.81 -0.61
C 7.46 -0.43 -2.93
H 8.14 -1.19 -3.31
H 2.40 3.79 -2.86
Ir -0.83 -0.66 0.02
C 3.06 1.81 -3.23
H -0.70 -0.39 -5.15
H -1.62 4.18 -3.95
S -1.94 -4.18 2.64
H -2.55 3.86 0.23
N 5.08 1.98 -4.40
H 9.36 -2.27 -0.11
C 3.30 -1.91 -3.22
N 3.88 2.29 -4.30
H -1.00 2.07 -5.20
H 6.44 1.04 -0.07
C -1.11 1.52 -4.28
H -0.30 -2.37 -2.19
C 1.56 2.42 -1.43
C 6.69 0.29 -3.83
C 2.92 0.44 -2.89
C 1.42 1.10 -1.00
C -1.73 3.59 -3.05
S -2.36 -2.38 0.24
H -1.92 -2.46 -2.83
C -1.03 -0.54 -3.03
C -0.93 -2.03 -3.00
S -0.33 -1.69 2.03
C 2.52 -2.15 -2.07
*
```

## Properties
HOMO-LUMO gap ... 6.562 eV
Energy above the lowest of the compared OMol25 structures with the same formula, charge and spin ... 1.397 eV
F_max ... 0.00572 Eh/bohr
HOMO ... -4.427 eV

Löwdin population analysis, charges in e, atoms 1 to 6:
1. C -0.020
2. H 0.115
3. C -1.825
4. C -0.111
5. H 0.112
6. H 0.119

---

Record 7
The following is a quantum chemistry calculation of C27H21AlCl2N3OS4Te as an isolated structure in a non-equilibrium geometry, from the OMol25 dataset.

```
! wB97M-V def2-TZVPD RIJCOSX def2/J DEFGRID3
* xyz 1 1
H 0.56 3.19 1.77
H 1.44 -4.32 4.01
C 3.72 -2.32 1.84
C 0.36 1.90 0.03
C 3.38 -2.69 -0.52
C -1.44 -1.22 -4.00
Cl -2.98 2.32 1.62
H 2.83 -2.93 -1.40
C -4.09 4.17 -2.15
C 4.99 -1.89 1.59
C -3.00 -1.07 -6.04
N -0.72 2.55 -0.57
H -2.38 4.18 -0.82
O -3.88 -1.26 -6.84
S 0.37 0.80 -4.13
C 4.64 -2.17 -0.78
C -2.48 2.37 -1.96
N 0.82 0.85 -0.64
S -2.77 -2.11 -4.63
C 2.86 -2.64 0.82
C -2.97 3.63 -1.53
H 6.46 -1.44 0.09
H 0.08 0.36 4.85
C 0.39 -1.17 3.37
C 1.95 0.29 -0.23
Al -0.23 0.30 -2.09
C 0.79 -2.48 3.09
H 1.70 -3.32 6.29
H -2.80 0.63 -3.13
C 2.66 0.68 0.90
H -4.93 1.72 -4.21
C 1.21 -3.28 4.13
C -4.31 2.17 -3.48
H -5.56 3.85 -3.61
C 2.18 1.76 1.62
H -4.40 5.23 -1.87
H 5.07 -2.08 -1.74
C -4.73 3.45 -3.13
C 0.78 -1.48 5.70
H -4.36 0.81 0.58
C 5.44 -1.74 0.27
C -3.70 0.71 1.45
H 2.35 -0.48 -0.89
H -0.10 -0.62 2.56
C -3.17 1.64 -2.91
H 2.78 2.20 2.41
H 5.66 -1.54 2.36
C 0.44 -0.66 4.63
C -0.94 -0.20 -4.68
H -4.15 0.45 2.41
C 0.96 2.36 1.24
Cl -2.49 -0.64 1.02
S -0.93 -1.75 -2.37
C 1.26 -2.75 5.49
N -1.27 1.86 -1.45
S -1.85 0.33 -6.12
H 3.36 -2.35 2.87
H 0.82 -1.14 6.67
H 3.54 0.14 1.22
Te 0.78 -3.15 1.02
*
```

## Properties
HOMO-LUMO gap ... 5.049 eV
Energy above the lowest of the compared OMol25 structures with the same formula, charge and spin ... 0.935 eV
F_max ... 0.05463 Eh/bohr
HOMO ... -10.497 eV

Löwdin population analysis, charges in e, atoms 1 to 6:
1. H 0.117
2. H 0.093
3. C -0.158
4. C -0.266
5. C -0.155
6. C -1.129

---

Record 8
The following is a quantum chemistry calculation of C27H21BN10O9V as an isolated structure in a non-equilibrium geometry, from the OMol25 dataset.

```
! wB97M-V def2-TZVPD RIJCOSX def2/J DEFGRID3
* xyz 0 4
H -20.45 12.63 5.16
H -14.86 12.01 8.04
H -21.89 6.43 0.99
C -19.52 10.67 5.15
C -18.25 3.96 6.73
N -14.40 2.01 6.12
N -17.44 11.31 5.29
C -15.56 13.50 4.50
N -15.79 10.56 6.87
C -20.45 7.15 6.15
O -19.57 7.96 6.39
N -18.26 10.24 5.17
C -18.01 2.60 6.99
H -15.06 4.41 5.30
H -17.66 13.38 5.25
C -17.13 5.97 5.73
N -16.56 9.44 7.05
C -20.68 7.54 2.34
C -18.20 12.42 5.20
O -14.19 0.99 6.67
C -21.51 6.46 2.01
C -14.59 10.35 3.39
V -17.69 8.25 5.47
O -20.15 2.05 6.95
C -15.98 10.26 9.10
O -18.89 0.74 8.05
C -13.56 13.76 5.33
C -16.78 1.97 6.85
H -21.59 7.42 7.86
H -22.25 6.24 6.82
H -20.41 8.35 1.63
O -19.30 4.62 6.90
N -13.98 12.62 5.80
H -16.74 0.95 7.05
H -20.78 5.87 7.79
C -15.48 8.35 3.13
H -20.32 9.98 5.01
H -22.48 4.63 2.85
N -15.27 12.45 5.35
C -21.38 6.60 7.20
H -14.44 15.20 3.75
C -20.67 6.78 4.71
C -21.92 5.50 3.01
C -15.91 3.90 5.80
H -15.75 7.30 2.94
H -16.45 13.47 3.90
C -17.11 4.54 6.05
B -15.91 11.08 5.43
C -19.55 12.06 5.15
H -12.56 14.21 5.59
O -17.06 6.77 6.69
N -15.43 10.06 4.38
H -17.17 8.38 8.72
O -13.53 2.68 5.63
C -20.05 7.56 3.63
O -17.30 6.46 4.58
H -13.85 9.04 1.81
C -15.51 11.11 8.03
C -15.74 2.63 6.23
H -14.03 11.27 3.32
N -16.03 8.86 4.23
C -21.55 5.79 4.34
H -21.93 5.19 5.14
H -15.81 10.33 10.16
C -14.55 9.21 2.60
C -14.49 14.31 4.40
C -16.63 9.24 8.37
O -18.98 8.16 3.83
N -19.09 1.72 7.38
*
```

## Properties
HOMO-LUMO gap (alpha / beta) ... 6.539 / 3.780 eV
Energy above the lowest of the compared OMol25 structures with the same formula, charge and spin ... 0.524 eV
F_max ... 0.07132 Eh/bohr
HOMO (alpha / beta) ... -7.666 / -7.653 eV

Löwdin population analysis, charges in e, atoms 1 to 6:
1. H 0.096
2. H 0.126
3. H 0.113
4. C -0.117
5. C -0.320
6. N -0.395